(1)
ORCA calculation (ωB97M-V/def2-TZVPD) on the molecule C3H4O3S at a distorted geometry.

```
11
Properties=species:S:1:pos:R:3
C -1.60 -1.08 -0.62
C -0.08 0.40 0.21
C 1.45 0.53 0.26
H -2.05 -1.92 0.04
H -1.55 -1.55 -1.61
H -2.31 -0.23 -0.54
H 3.23 1.71 1.02
O -0.32 -0.79 -0.29
O -0.91 1.24 0.52
O 2.20 -0.13 -0.40
S 1.95 1.83 1.40
```

## Properties
HOMO-LUMO gap in eV: 9.976
SMILES string: COC(=O)C(=O)S


(2)
ORCA calculation (ωB97M-V/def2-TZVPD) on a cluster of 2 separate species, C2H7N2O in total at a distorted geometry.

```
12
Properties=species:S:1:pos:R:3
C 0.61 -0.56 0.02
C -0.70 1.60 -0.34
N -0.05 0.37 0.13
N 1.21 -1.65 0.48
O -1.78 -1.35 -0.27
H -2.23 -2.18 -0.01
H -0.05 2.43 -0.35
H -1.31 1.61 -1.28
H -1.49 1.80 0.42
H 0.40 -2.03 1.00
H 1.59 -2.25 -0.16
H -1.91 -0.46 0.31
```

## Properties
HOMO-LUMO gap in eV: 11.061
Charge: +1


(3)
ORCA calculation (ωB97M-V/def2-TZVPD) on a structure of composition C27H20BF4N6O6RuS6 at a distorted geometry.

```
71
Properties=species:S:1:pos:R:3
Ru 0.40 -0.24 -0.22
N -0.57 1.28 -1.09
S -2.14 1.24 -1.48
C -2.26 1.07 -3.24
C -1.75 2.03 -4.10
C -1.79 1.79 -5.46
C -2.33 0.60 -5.94
C -2.83 -0.35 -5.07
C -2.80 -0.12 -3.70
C -2.67 2.94 -1.29
C -1.88 3.84 -0.59
C -2.35 5.13 -0.41
C -3.59 5.50 -0.91
C -4.37 4.58 -1.61
C -3.91 3.29 -1.80
H -0.02 1.86 -1.72
H -1.31 2.94 -3.71
H -1.38 2.52 -6.15
H -2.34 0.42 -7.01
H -3.25 -1.27 -5.45
H -3.17 -0.86 -3.00
H -0.93 3.53 -0.19
H -1.75 5.85 0.13
H -3.95 6.51 -0.77
H -5.33 4.88 -2.00
H -4.51 2.57 -2.35
O 3.04 -2.49 -0.81
S 2.03 -2.64 -1.80
O 2.28 -2.24 -3.15
N 0.56 -1.93 -1.24
C -0.43 -2.80 -1.13
S -1.92 -2.32 -0.59
C -0.02 -4.18 -1.49
C -0.80 -5.32 -1.50
C -0.20 -6.52 -1.84
C 1.15 -6.58 -2.17
C 1.93 -5.43 -2.17
C 1.31 -4.25 -1.82
H -1.85 -5.26 -1.23
H -0.79 -7.43 -1.85
H 1.60 -7.53 -2.43
H 2.98 -5.46 -2.44
F 1.85 0.36 -1.62
B 1.76 0.85 -3.08
F 0.82 0.05 -3.69
F 3.02 0.78 -3.58
F 1.29 2.17 -2.95
S 2.05 -2.24 7.02
C 1.11 -1.63 5.84
S 0.12 -2.64 4.77
C -0.40 -1.20 3.95
N 0.09 -0.10 4.39
N 0.94 -0.34 5.43
C 1.67 0.79 5.92
C 2.37 1.56 5.01
C 3.07 2.67 5.47
C 3.07 2.98 6.82
C 2.37 2.20 7.72
C 1.66 1.09 7.28
S -1.42 -1.41 2.52
H 2.38 1.30 3.96
H 3.63 3.28 4.77
H 3.62 3.85 7.18
H 2.36 2.44 8.78
H 1.11 0.47 7.96
O -0.59 0.96 1.98
N -0.72 -0.12 1.51
O 1.39 -1.42 1.20
N 2.26 -0.57 1.66
O 2.97 -0.86 2.58
O 2.25 0.53 1.08
```

## Properties
HOMO-LUMO gap (spin up / spin down) in eV: 6.411 / 6.333
2S+1: 2


(4)
ORCA calculation (ωB97M-V/def2-TZVPD) on a structure of composition C12H32AuIOP2Si at a distorted geometry.

```
50
Properties=species:S:1:pos:R:3
C 0.36 -0.11 -3.08
I -1.96 -0.12 -2.34
H 1.13 -0.09 -2.31
H 0.38 0.76 -3.74
H 0.42 -1.02 -3.70
Au -0.43 0.01 -0.27
P 0.12 2.40 -0.51
C -1.37 3.38 -0.93
C 0.87 3.32 0.87
H 1.33 4.25 0.49
H 1.68 3.74 -1.79
H 1.66 2.71 1.34
H 2.11 2.02 -1.79
H -2.08 3.32 -0.10
H 0.13 3.59 1.63
C 1.28 2.73 -1.87
H -1.10 4.44 -1.10
H 0.80 2.60 -2.84
H -1.83 2.97 -1.83
P 0.16 -2.31 -0.11
C -1.31 -3.38 -0.15
C 1.16 -2.85 -1.53
H 2.12 -2.39 1.25
H 1.21 -3.93 1.30
H 0.66 -2.52 2.26
C 1.12 -2.83 1.32
H 2.10 -2.27 -1.53
H 1.39 -3.92 -1.40
H -0.98 -4.42 -0.04
H -1.84 -3.25 -1.10
H 0.64 -2.69 -2.48
H -1.98 -3.11 0.68
C -3.26 -0.36 0.33
O -4.39 -0.22 0.18
C -3.19 0.00 3.33
Si -1.31 -0.15 3.42
C -0.83 1.05 4.82
C -0.96 -1.88 4.05
C -0.30 0.31 1.88
H -3.59 0.16 4.34
H -3.66 -0.91 2.93
H -3.51 0.85 2.71
H -1.37 0.78 5.75
H 0.24 1.02 5.03
H -1.09 2.09 4.58
H -1.24 -2.66 3.32
H 0.11 -2.02 4.29
H -1.54 -2.05 4.97
H -0.26 1.41 1.92
H 0.76 0.00 2.03
```

## Properties
HOMO-LUMO gap (spin up / spin down) in eV: 5.763 / 4.901
Charge: +2
2S+1: 3


(5)
ORCA calculation (ωB97M-V/def2-TZVPD) on a structure of composition C3H4IN at a distorted geometry.

```
9
Properties=species:S:1:pos:R:3
C -0.15 1.04 0.44
C 1.04 0.48 0.11
C -0.79 -0.28 0.24
N 0.53 -0.82 0.00
I 0.95 -2.06 -1.60
H -0.47 1.97 0.86
H 2.07 0.77 0.05
H -1.41 -0.77 0.97
H -1.78 -0.33 -1.06
```

## Properties
HOMO-LUMO gap in eV: 8.258


(6)
ORCA calculation (ωB97M-V/def2-TZVPD) on the molecule C5H7NO.

```
14
Properties=species:S:1:pos:R:3
C 2.18 0.64 0.26
C 0.76 0.34 -0.10
C -0.05 1.05 -0.93
O -1.31 0.51 -0.96
C -1.29 -0.55 -0.13
N -2.49 -1.25 -0.04
C -0.06 -0.72 0.42
H 2.27 0.84 1.33
H 2.55 1.52 -0.28
H 2.84 -0.20 0.02
H 0.10 1.93 -1.53
H -3.28 -0.63 0.15
H -2.45 -1.98 0.66
H 0.23 -1.49 1.13
```

## Properties
HOMO-LUMO gap in eV: 8.739
SMILES string: Cc1coc(N)c1